A) # C2H3FN2O

2 unconnected molecules or ions with the total composition C2H3FN2O (the ωB97M-V functional and the def2-TZVPD basis, the OMol25 dataset).

Atoms and positions in Å:
C: 0.853 -0.724 0.037
C: -1.403 -0.075 -0.078
N: 2.112 -0.993 -0.010
N: 1.710 0.238 0.536
O: -0.386 -1.050 -0.228
F: 2.372 1.711 -0.227
H: -1.364 0.764 -0.792
H: -1.401 0.536 0.931
H: -2.493 -0.407 -0.168

2S+1: 1



B) # C2H3FN2O

A molecular structure, C2H3FN2O (the ωB97M-V functional and the def2-TZVPD basis, the OMol25 dataset).

Atoms and positions in Å:
C: -0.701 0.925 -0.438
C: -1.112 -0.838 0.308
N: -1.743 0.239 0.019
N: 0.466 0.328 -0.351
O: 0.174 -0.872 0.269
F: 3.188 -0.019 0.143
H: -0.859 1.967 -0.728
H: 2.167 0.024 0.096
H: -1.579 -1.754 0.682

2S+1: 1



C) # C2H3FN2O

C2H3FN2O in the gas phase (the ωB97M-V functional and the def2-TZVPD basis, the OMol25 dataset).

Atoms and positions in Å:
C: 1.288 0.005 0.010
O: 0.361 0.989 -0.002
C: -0.838 0.667 0.036
N: -2.063 0.888 0.166
N: -1.544 -0.431 0.400
F: -1.777 -1.359 -0.700
H: 1.613 -0.227 -1.000
H: 0.815 -0.872 0.473
H: 2.145 0.339 0.617

2S+1: 1



D) # C2H3FN2O

2 unconnected molecules or ions with the total composition C2H3FN2O (the ωB97M-V functional and the def2-TZVPD basis, the OMol25 dataset).

Atoms and positions in Å:
C: 0.570 -1.466 -0.390
C: 0.821 0.843 0.243
N: 0.955 -0.404 -0.030
N: -1.760 0.171 -0.574
O: -1.114 1.108 -0.264
F: -2.353 -0.481 0.676
H: 0.914 -2.459 -0.503
H: 0.717 1.126 1.277
H: 1.251 1.562 -0.436

2S+1: 1



Most stable to least stable, the ends of the list are B) and A).



A) # C2H3N3OS

C2H3N3OS in the gas phase (the ωB97M-V functional and the def2-TZVPD basis, the OMol25 dataset).

Atoms and positions in Å:
O: -2.689 -0.669 -0.099
C: -1.598 -0.165 -0.054
N: -1.272 1.213 -0.083
C: 0.006 1.268 0.106
N: 0.610 0.048 0.338
S: 2.217 -0.235 -0.204
N: -0.387 -0.890 0.031
H: 0.622 2.166 0.127
H: 2.719 -0.572 0.976
H: -0.404 -1.703 0.636

2S+1: 1



B) # C2H3N3OS

C2H3N3OS in the gas phase (the ωB97M-V functional and the def2-TZVPD basis, the OMol25 dataset).

Atoms and positions in Å:
O: -1.588 -0.438 -1.288
C: -0.554 -0.172 -0.373
C: 0.093 1.041 -0.391
N: 1.069 1.026 0.533
N: 0.982 -0.220 1.210
N: 0.022 -0.932 0.687
S: -0.106 -2.449 1.420
H: -2.091 -1.283 -0.970
H: 0.221 1.842 -1.202
H: 1.953 1.584 0.375

2S+1: 1



Most stable to least stable, the ends of the list are A) and B).



A) # C2H3N3OS

C2H3N3OS in the gas phase (the ωB97M-V functional and the def2-TZVPD basis, the OMol25 dataset).

Atoms and positions in Å:
N: 0.173 1.752 0.040
C: -0.143 0.413 0.046
N: -1.340 -0.075 0.003
N: -1.247 -1.481 -0.098
O: 0.149 -1.815 -0.106
C: 0.881 -0.664 -0.024
S: 2.470 -0.597 0.008
H: -0.486 2.348 -0.423
H: 1.137 1.956 -0.225
H: -1.594 -1.838 0.779

2S+1: 1



B) # C2H3N3OS

C2H3N3OS in the gas phase (the ωB97M-V functional and the def2-TZVPD basis, the OMol25 dataset).

Atoms and positions in Å:
O: 1.528 1.337 0.897
C: 0.739 0.564 0.089
N: 0.182 0.659 -1.132
C: -0.847 -0.301 -1.218
S: -1.553 -0.817 -2.553
N: -1.025 -0.809 0.176
N: 0.085 -0.411 0.812
H: 1.992 2.106 0.485
H: -1.415 -1.807 0.415
H: 0.314 -0.521 2.030

2S+1: 1



Most stable to least stable, the ends of the list are A) and B).



A) # C52H45Br2N6O8P2S2Ta

A molecular structure, C52H45Br2N6O8P2S2Ta (the ωB97M-V functional and the def2-TZVPD basis, the OMol25 dataset).

Atoms and positions in Å:
Ta: 0.837 0.812 0.155
S: 0.860 -0.506 2.211
C: 2.578 -0.457 2.628
C: 2.940 -0.617 3.965
C: 4.274 -0.681 4.327
C: 5.261 -0.572 3.353
C: 4.910 -0.396 2.026
C: 3.569 -0.337 1.645
S: 3.143 -0.179 -0.058
H: 2.165 -0.669 4.719
H: 4.542 -0.802 5.368
H: 6.307 -0.613 3.630
H: 5.673 -0.308 1.264
C: -3.292 -0.536 -2.399
O: -1.950 -0.843 -2.050
C: -1.628 -2.173 -2.084
C: -2.405 -3.090 -2.803
C: -1.967 -4.406 -2.827
Br: -2.996 -5.658 -3.828
C: -0.870 -4.864 -2.153
C: -0.098 -3.956 -1.358
C: -0.496 -2.580 -1.405
O: 0.420 -1.635 -0.870
C: 0.987 -4.413 -0.650
N: 1.488 -3.831 0.595
C: 2.792 -4.498 0.752
C: 3.847 -4.157 1.562
C: 4.929 -5.034 1.593
C: 4.900 -6.208 0.848
C: 3.811 -6.554 0.057
C: 2.734 -5.679 0.014
N: 1.523 -5.755 -0.641
H: -3.445 -0.592 -3.481
H: -3.485 0.479 -2.063
H: -3.989 -1.208 -1.897
H: -3.291 -2.797 -3.338
H: -0.621 -5.916 -2.180
H: 1.028 -1.406 -1.588
H: 3.850 -3.246 2.144
H: 5.790 -4.795 2.202
H: 5.752 -6.876 0.882
H: 3.805 -7.475 -0.512
H: 1.472 -6.275 -1.502
C: -1.827 -2.985 4.232
O: -2.504 -3.110 2.984
P: -1.659 -2.698 1.642
O: -0.725 -4.077 1.502
C: 0.611 -4.213 1.797
O: -2.764 -3.061 0.552
C: -3.287 -4.384 0.351
H: -1.204 -3.864 4.419
H: -2.582 -2.915 5.012
H: -1.200 -2.089 4.261
H: 1.541 -2.804 0.518
H: 0.820 -5.269 1.964
H: 0.959 -3.606 2.634
H: -4.302 -4.270 -0.021
H: -3.297 -4.945 1.284
H: -2.674 -4.895 -0.391
N: -1.024 1.119 0.127
P: -2.035 2.340 -0.025
C: -3.703 1.726 -0.289
C: -4.656 2.426 -1.023
C: -5.930 1.898 -1.173
C: -6.249 0.678 -0.592
C: -5.296 -0.022 0.138
C: -4.023 0.501 0.290
C: -2.125 3.340 1.466
C: -1.491 2.905 2.624
C: -1.654 3.613 3.809
C: -2.442 4.751 3.835
C: -3.093 5.179 2.683
C: -2.949 4.469 1.505
C: -1.606 3.365 -1.441
C: -1.296 4.716 -1.336
C: -0.903 5.426 -2.464
C: -0.808 4.787 -3.691
C: -1.091 3.429 -3.793
C: -1.485 2.718 -2.672
H: -4.401 3.366 -1.499
H: -6.671 2.435 -1.751
H: -7.242 0.266 -0.716
H: -5.536 -0.982 0.577
H: -3.263 -0.053 0.827
H: -0.873 2.015 2.614
H: -1.152 3.269 4.703
H: -2.558 5.307 4.756
H: -3.719 6.062 2.706
H: -3.488 4.788 0.621
H: -1.334 5.215 -0.377
H: -0.664 6.479 -2.380
H: -0.496 5.342 -4.567
H: -0.992 2.922 -4.743
H: -1.654 1.650 -2.744
N: 1.724 4.421 0.697
C: 1.729 3.475 1.645
O: 1.553 2.235 1.274
C: 1.902 3.768 2.989
C: 2.069 5.126 3.364
N: 2.153 6.248 3.617
C: 1.787 2.760 3.978
N: 1.665 1.966 4.804
H: 1.707 4.127 -0.268
H: 1.945 5.371 0.947
Br: 3.129 5.658 -5.359
C: 3.054 3.824 -4.897
C: 3.650 2.881 -5.722
C: 3.575 1.536 -5.389
C: 2.898 1.135 -4.248
C: 2.316 2.096 -3.431
C: 2.395 3.448 -3.744
C: 1.592 1.688 -2.216
O: 1.211 0.495 -2.026
O: 1.329 2.510 -1.291
H: 4.167 3.199 -6.616
H: 4.044 0.801 -6.028
H: 2.823 0.090 -3.979
H: 1.929 4.182 -3.102

2S+1: 1



B) # C52H45Br2N6O8P2S2Ta

A molecular structure, C52H45Br2N6O8P2S2Ta (the ωB97M-V functional and the def2-TZVPD basis, the OMol25 dataset).

Atoms and positions in Å:
Ta: -0.036 0.286 -0.340
S: 0.145 -1.107 -2.397
C: 0.009 -0.015 -3.766
C: -0.015 -0.556 -5.056
C: -0.108 0.269 -6.164
C: -0.181 1.650 -5.991
C: -0.158 2.187 -4.715
C: -0.061 1.360 -3.593
S: -0.032 2.136 -2.007
H: 0.034 -1.635 -5.174
H: -0.127 -0.163 -7.159
H: -0.261 2.307 -6.851
H: -0.217 3.262 -4.569
C: 2.928 -2.718 0.069
O: 1.518 -2.537 -0.053
C: 0.782 -3.619 -0.398
C: 1.306 -4.829 -0.802
C: 0.428 -5.865 -1.096
Br: 1.137 -7.521 -1.675
C: -0.927 -5.719 -0.949
C: -1.455 -4.497 -0.513
C: -0.599 -3.432 -0.285
O: -0.993 -2.155 0.031
C: -2.918 -4.434 -0.301
N: -3.790 -5.070 -1.032
C: -5.024 -4.762 -0.464
C: -6.309 -5.156 -0.846
C: -7.379 -4.686 -0.105
C: -7.189 -3.836 1.003
C: -5.924 -3.439 1.396
C: -4.857 -3.923 0.639
N: -3.492 -3.740 0.729
H: 3.391 -2.894 -0.904
H: 3.149 -3.547 0.744
H: 3.314 -1.800 0.490
H: 2.372 -4.976 -0.899
H: -1.614 -6.529 -1.154
H: -1.952 -1.963 0.080
H: -6.451 -5.809 -1.701
H: -8.387 -4.977 -0.378
H: -8.054 -3.488 1.557
H: -5.770 -2.788 2.251
H: -3.024 -3.197 1.435
C: 1.168 3.618 2.798
O: -0.192 3.144 2.669
P: -0.740 2.373 1.407
O: -2.231 2.059 1.883
C: -2.604 1.451 3.144
O: -1.028 3.575 0.389
C: -1.629 4.815 0.799
H: 1.228 4.130 3.750
H: 1.404 4.313 1.990
H: 1.873 2.792 2.806
H: -3.640 1.730 3.318
H: -1.981 1.820 3.954
H: -2.524 0.367 3.069
H: -0.857 5.511 1.127
H: -2.347 4.662 1.602
H: -2.141 5.221 -0.069
N: 1.798 0.475 -0.049
P: 3.272 1.067 -0.095
C: 3.923 1.282 1.556
C: 3.237 0.697 2.622
C: 3.714 0.849 3.919
C: 4.868 1.587 4.145
C: 5.551 2.176 3.083
C: 5.081 2.029 1.787
C: 3.381 2.667 -0.898
C: 2.528 3.678 -0.454
C: 2.583 4.937 -1.022
C: 3.492 5.195 -2.043
C: 4.342 4.195 -2.492
C: 4.289 2.926 -1.921
C: 4.341 -0.026 -1.018
C: 5.557 -0.499 -0.534
C: 6.299 -1.389 -1.303
C: 5.824 -1.803 -2.541
C: 4.606 -1.332 -3.023
C: 3.859 -0.445 -2.263
H: 2.325 0.142 2.428
H: 3.174 0.407 4.749
H: 5.236 1.711 5.157
H: 6.447 2.758 3.269
H: 5.602 2.502 0.959
H: 1.806 3.466 0.321
H: 1.910 5.717 -0.681
H: 3.532 6.180 -2.493
H: 5.048 4.397 -3.289
H: 4.951 2.146 -2.278
H: 5.920 -0.185 0.439
H: 7.246 -1.763 -0.931
H: 6.404 -2.502 -3.134
H: 4.234 -1.663 -3.986
H: 2.896 -0.093 -2.622
N: -0.043 -2.294 2.713
C: 0.023 -0.981 2.993
O: -0.189 -0.111 2.071
C: 0.320 -0.640 4.336
C: 0.545 -1.709 5.263
N: 0.742 -2.623 5.944
C: 0.446 0.697 4.816
N: 0.606 1.754 5.257
H: 0.275 -2.962 3.397
H: -0.034 -2.543 1.746
Br: -4.584 4.861 -1.737
C: -5.010 3.129 -1.094
C: -6.339 2.793 -0.892
C: -6.654 1.521 -0.426
C: -5.647 0.607 -0.150
C: -4.323 0.969 -0.353
C: -3.992 2.231 -0.840
C: -3.243 -0.001 -0.036
O: -3.465 -1.050 0.546
O: -2.042 0.345 -0.462
H: -7.117 3.515 -1.102
H: -7.692 1.246 -0.284
H: -5.874 -0.386 0.218
H: -2.952 2.490 -1.011

2S+1: 1



Most stable to least stable, the ends of the list are B) and A).



A) # C4H6S

2 unconnected molecules or ions with the total composition C4H6S (the ωB97M-V functional and the def2-TZVPD basis, the OMol25 dataset).

Atoms and positions in Å:
C: 0.534 0.624 0.249
C: -0.737 0.184 0.195
C: -1.782 -0.412 -0.182
C: -3.043 -0.696 -0.266
H: 0.876 0.995 1.141
H: 1.026 1.055 -0.579
H: -3.451 -0.602 -1.273
H: -3.693 -0.640 0.526
S: 3.995 -0.350 0.307
H: 3.577 0.521 -0.636
H: 2.698 -0.679 0.519

2S+1: 1



B) # C4H6S

C4H6S in the gas phase (the ωB97M-V functional and the def2-TZVPD basis, the OMol25 dataset).

Atoms and positions in Å:
C: 0.197 0.640 -1.510
C: -0.282 0.986 -0.338
C: -0.659 0.034 0.814
C: 0.505 -0.964 1.061
S: -2.126 0.168 1.457
H: 0.585 -0.385 -1.705
H: 0.193 1.240 -2.434
H: -0.959 1.870 -0.347
H: 1.252 -0.693 1.830
H: 1.102 -0.859 0.137
H: 0.191 -2.037 1.034

2S+1: 1



Most stable to least stable, the ends of the list are B) and A).